Density functional theory data (ωB97M-V/def2-TZVPD) for a molecular structure, C28H20AuBr2NOP in a non-equilibrium geometry.

The molar mass comes out at 774.2 g/mol. The largest force on an atom is 2.14 eV Å⁻¹. As for the total charge: +1. The multiplicity is 1. The LUMO energy comes out at -4.51 eV. As for the frontier orbital gap: 6.0 eV. The HOMO energy comes out at -10.51 eV.

The geometry in XYZ format:
```
54
Properties=species:S:1:pos:R:3:nbo_charge:R:1
Au 0.161 0.051 0.284 1.144
C 1.674 -1.159 -4.747 -0.174
C 1.499 0.192 -4.484 -0.192
C 1.752 0.696 -3.216 -0.213
C 2.194 -0.162 -2.213 -0.324
C 2.368 -1.523 -2.479 -0.223
C 2.112 -2.017 -3.746 -0.188
P 2.412 0.412 -0.518 1.027
C 4.169 0.551 -0.162 -0.411
C 5.112 0.388 -1.171 -0.194
C 6.455 0.565 -0.865 -0.183
C 6.846 0.869 0.430 -0.168
C 5.898 1.025 1.435 -0.213
C 4.556 0.862 1.143 -0.126
C 1.805 2.103 -0.437 -0.339
C 2.402 3.335 -0.664 -0.208
C 1.609 4.466 -0.518 -0.200
C 0.272 4.352 -0.135 -0.166
C -0.308 3.113 0.128 -0.228
C 0.490 1.998 -0.023 -0.198
H 1.462 -1.547 -5.734 0.233
H 1.160 0.857 -5.266 0.234
H 1.607 1.749 -3.010 0.233
H 2.708 -2.191 -1.695 0.214
H 2.249 -3.070 -3.953 0.230
H 4.805 0.147 -2.180 0.236
H 7.197 0.460 -1.646 0.233
H 7.897 0.977 0.662 0.234
H 6.207 1.266 2.443 0.234
H 3.806 0.985 1.917 0.217
H 3.444 3.405 -0.950 0.233
H 2.029 5.444 -0.709 0.233
H -0.330 5.245 -0.026 0.235
H -1.340 3.038 0.445 0.247
C 2.236 -2.664 1.197 -0.643
C 0.872 -3.037 0.700 0.270
C 0.577 -4.400 0.494 -0.266
C -0.690 -4.800 0.175 -0.078
C -1.720 -3.846 0.077 -0.134
C -3.084 -4.137 -0.148 -0.079
Br -3.661 -5.918 -0.386 0.096
C -4.003 -3.127 -0.166 -0.219
C -3.599 -1.792 0.002 -0.131
Br -4.878 -0.415 0.031 0.118
C -2.273 -1.444 0.146 0.260
O -1.876 -0.183 0.219 -0.728
C -1.346 -2.498 0.230 0.180
N -0.066 -2.115 0.521 -0.550
H 2.934 -3.488 1.076 0.239
H 2.180 -2.415 2.259 0.251
H 2.632 -1.791 0.691 0.208
H 1.370 -5.125 0.610 0.235
H -0.911 -5.847 0.020 0.248
H -5.051 -3.348 -0.315 0.254
```